--- one ---
The following is a DFT calculation (ωB97M-V/def2-TZVPD) of an isolated molecule of C6H12N2.

- HOMO-LUMO gap: 9.90 eV
- Structure (SMILES): C/C=N\N=C/C(C)C
- Total charge: 0
- 2S+1: 1
- E_HOMO: -8.857 eV

The geometry in XYZ format:
```
20
C6H12N2 | OMol25 | ωB97M-V/def2-TZVPD
C -3.117 0.379 0.448
C -2.444 -0.322 -0.722
N -1.391 -1.083 -0.741
N -0.781 -1.232 0.419
C 0.419 -0.813 0.603
C 1.332 -0.164 -0.378
C 2.710 -0.680 -0.089
C 1.253 1.331 -0.178
H -4.220 0.698 0.192
H -2.934 -0.193 1.387
H -2.635 1.289 0.686
H -2.907 -0.313 -1.743
H 0.841 -0.921 1.668
H 0.995 -0.428 -1.415
H 2.956 -0.723 0.979
H 2.664 -1.778 -0.407
H 3.594 -0.313 -0.640
H 0.505 1.890 -0.728
H 2.193 1.906 -0.248
H 0.967 1.471 0.908
```

***

--- two ---
The following is a DFT calculation (ωB97M-V/def2-TZVPD) of a 2-piece molecular cluster, C6H12N2 overall.

- HOMO-LUMO gap: 8.93 eV
- Total charge: 0
- 2S+1: 1
- E_HOMO: -7.971 eV

The geometry in XYZ format:
```
20
C6H12N2 | OMol25 | ωB97M-V/def2-TZVPD
C -0.598 -0.241 1.371
C 2.701 1.920 0.433
C 0.982 1.706 -1.405
C -1.024 -1.057 0.461
C -2.449 -0.930 -0.040
C -0.205 -2.162 -0.076
N 0.315 2.085 -0.179
N 1.600 1.958 -0.188
H -1.327 0.482 1.778
H 0.367 -0.463 1.831
H 3.524 1.876 -0.159
H 2.817 1.875 1.500
H 0.806 0.653 -1.641
H 1.123 2.368 -2.245
H -2.484 -0.839 -1.122
H -3.036 -0.087 0.284
H -3.082 -1.696 0.330
H 0.808 -2.213 0.150
H -0.086 -2.159 -1.166
H -0.752 -3.078 0.082
```

***

Which of the structures shown above is the most stable? The most stable is one.